1.
The following is a DFT calculation (wB97M-V/def2-TZVPD) of a structure of composition C16H23B2Cl4F14N6NiO4S2 in a non-equilibrium geometry.

Last column: Mulliken charge in e.
Cartesian coordinates (Å):
1 Ni 0.45 -0.70 -0.51  2.166
2 B 1.57 0.51 -2.38  -0.133
3 F 0.69 -0.51 -2.60  -0.140
4 F 0.89 1.22 -1.40  -0.274
5 F 2.73 -0.02 -1.82  -0.140
6 F 1.87 1.27 -3.47  -0.281
7 B -1.98 -1.02 -0.86  -0.131
8 F -1.41 0.19 -0.65  -0.191
9 F -2.87 -1.28 0.15  -0.421
10 F -2.69 -1.04 -2.01  -0.349
11 F -1.03 -1.99 -0.92  -0.103
12 C 2.61 -2.93 2.45  0.690
13 F 1.96 -4.00 2.00  -0.185
14 F 1.86 -2.25 3.27  -0.182
15 F 3.74 -3.16 3.10  -0.208
16 S 3.04 -1.87 0.82  0.342
17 O 2.88 -0.47 1.21  -0.478
18 O 4.43 -2.18 0.33  -0.564
19 N 1.78 -2.24 -0.28  0.304
20 S 2.40 -3.42 -1.08  0.631
21 O 3.22 -2.97 -2.20  -0.669
22 O 3.01 -4.52 -0.30  -0.614
23 C 0.84 -4.28 -1.83  0.607
24 F 1.31 -5.41 -2.32  -0.213
25 F -0.06 -4.58 -0.93  -0.235
26 F 0.35 -3.55 -2.84  -0.180
27 C 0.13 0.26 4.30  -1.506
28 C 0.04 -0.06 2.90  0.847
29 N -0.04 -0.28 1.73  -0.513
30 H -0.33 -0.62 4.76  0.441
31 H -0.42 1.17 4.52  0.352
32 H 1.18 0.34 4.59  0.361
33 C 2.31 3.58 1.99  -0.156
34 C 2.01 4.99 1.75  0.113
35 N 1.84 6.07 1.57  -0.456
36 H 1.65 3.12 2.72  0.194
37 H 3.33 3.62 2.37  0.429
38 H 2.31 3.14 0.99  -0.121
39 C -2.84 1.69 -3.55  -0.188
40 C -2.34 2.92 -4.10  0.225
41 N -1.90 3.87 -4.58  -0.459
42 H -2.58 1.54 -2.50  -0.311
43 H -2.42 0.92 -4.19  0.290
44 H -3.93 1.67 -3.67  0.398
45 C -2.97 -4.11 -2.46  -0.163
46 C -3.73 -5.02 -3.30  0.112
47 N -4.37 -5.71 -3.89  -0.405
48 H -2.68 -3.34 -3.17  0.149
49 H -2.09 -4.66 -2.12  0.016
50 H -3.48 -3.65 -1.61  0.248
51 C -2.98 2.90 0.00  -0.579
52 C -1.90 3.12 0.90  0.516
53 N -0.99 3.24 1.63  -0.494
54 H -2.75 3.19 -1.02  0.155
55 H -3.81 3.53 0.33  0.406
56 H -3.31 1.87 0.01  0.050
57 Cl 4.93 4.11 -0.46  -0.213
58 C 4.95 2.57 -1.30  -0.146
59 C 5.32 1.41 -0.42  0.201
60 Cl 6.98 1.47 0.22  -0.242
61 H 5.73 2.80 -2.02  0.398
62 H 4.01 2.43 -1.83  -0.031
63 H 5.22 0.43 -0.88  0.104
64 H 4.72 1.36 0.49  -0.052
65 Cl -6.04 1.54 1.75  -0.195
66 C -5.32 0.71 3.10  -0.490
67 C -3.76 0.65 3.00  0.048
68 Cl -3.12 -0.25 4.48  -0.235
69 H -5.81 -0.27 3.08  0.320
70 H -5.58 1.25 4.01  0.365
71 H -3.28 1.62 2.85  0.236
72 H -3.54 0.06 2.10  -0.066

Computed properties:
HOMO energy (alpha / beta)	-8.315 / -8.311	eV
2S+1	3
HOMO-LUMO gap (alpha / beta)	10.0 / 9.0	eV
energy above the lowest of the compared OMol25 structures with the same formula, charge and spin	55.3	kcal/mol
expectation value of S²	2.003
net charge	-1

2.
The following is a DFT calculation (wB97M-V/def2-TZVPD) of a cluster of 2 separate species, C16H23Br2Cl2N2O2S in total in a non-equilibrium geometry.

Last column: Mulliken charge in e.
Cartesian coordinates (Å):
1 C -3.05 0.84 -3.62  -1.101
2 C -1.80 0.09 -3.10  -0.368
3 S -1.87 -0.03 -1.29  -0.077
4 C -0.24 0.54 -0.73  -0.962
5 C -0.30 0.68 0.76  0.764
6 C -1.04 1.69 1.40  1.225
7 C -1.82 2.78 0.69  -0.236
8 O -2.93 2.60 0.35  -0.400
9 O -1.19 3.96 0.65  -0.321
10 C -0.59 4.29 -0.62  -0.455
11 C 0.91 4.43 -0.53  -0.171
12 N 1.31 5.28 0.60  -0.608
13 C -1.11 1.76 2.79  -0.417
14 C -0.44 0.82 3.54  -0.769
15 N 0.29 -0.12 2.93  0.188
16 C 0.39 -0.22 1.59  -0.381
17 C 1.23 -1.31 1.07  -0.783
18 Br 0.48 -3.03 1.12  0.007
19 C 2.45 -1.04 0.61  0.600
20 C 3.04 0.34 0.60  -1.184
21 Br 3.56 -2.39 -0.06  -0.087
22 H -2.82 1.46 -4.47  0.314
23 H -3.49 1.43 -2.82  0.298
24 H -3.80 0.12 -3.92  0.352
25 H -0.90 0.59 -3.44  0.324
26 H -1.82 -0.91 -3.51  0.411
27 H 0.09 1.46 -1.20  0.389
28 H 0.47 -0.23 -0.98  0.592
29 H -0.84 3.55 -1.38  0.240
30 H -1.03 5.23 -0.96  0.420
31 H 1.40 3.47 -0.45  0.019
32 H 1.24 4.88 -1.47  0.372
33 H 0.94 6.21 0.46  0.245
34 H 2.32 5.40 0.56  0.235
35 H -1.68 2.54 3.27  0.583
36 H -0.49 0.83 4.61  0.417
37 H 0.77 -0.79 3.52  0.305
38 H 2.62 0.91 -0.22  0.206
39 H 4.11 0.31 0.45  0.476
40 H 2.83 0.88 1.52  0.333
41 Cl -0.10 -6.57 2.09  -0.189
42 C -0.35 -7.17 0.43  -0.456
43 C 0.90 -7.82 -0.13  -0.433
44 Cl 2.18 -6.62 -0.42  -0.153
45 H -0.67 -6.34 -0.19  0.291
46 H -1.16 -7.90 0.47  0.330
47 H 0.67 -8.29 -1.08  0.303
48 H 1.29 -8.57 0.55  0.316

Computed properties:
HOMO energy	-11.440	eV
HOMO-LUMO gap	7.2	eV
energy above the lowest of the compared OMol25 structures with the same formula, charge and spin	0.0	kcal/mol
net charge	+1

3.
The following is a DFT calculation (wB97M-V/def2-TZVPD) of the molecule C16H23ClN2O.

Last column: Mulliken charge in e.
Cartesian coordinates (Å):
1 C -0.23 3.75 -3.77  -1.569
2 C -1.03 2.72 -2.96  0.795
3 C -2.05 3.43 -2.07  -1.369
4 C -0.08 1.84 -2.14  -0.999
5 C -0.84 0.67 -1.53  0.662
6 O -1.16 -0.28 -2.23  -0.713
7 N -1.22 0.74 -0.23  0.241
8 C -0.77 1.68 0.77  -0.955
9 C 0.43 1.08 1.53  -0.834
10 N 0.36 -0.36 1.46  0.357
11 C 1.31 -1.02 2.33  -1.319
12 C 1.53 -2.45 1.91  0.304
13 C 1.34 -2.84 0.59  -0.176
14 C 1.54 -4.15 0.19  -0.789
15 C 1.94 -5.10 1.11  -0.388
16 C 2.15 -4.74 2.43  -0.576
17 C 1.95 -3.42 2.82  0.419
18 Cl 2.24 -3.00 4.48  -0.235
19 C -1.00 -0.83 1.64  -0.703
20 C -1.80 -0.45 0.38  -1.021
21 H 0.47 3.25 -4.43  0.396
22 H 0.33 4.40 -3.10  0.350
23 H -0.90 4.36 -4.37  0.405
24 H -1.57 2.07 -3.66  0.270
25 H -2.74 4.01 -2.68  0.441
26 H -1.55 4.12 -1.39  0.258
27 H -2.62 2.71 -1.49  0.339
28 H 0.45 2.44 -1.40  0.336
29 H 0.65 1.40 -2.82  0.426
30 H -1.60 1.84 1.45  0.398
31 H -0.51 2.64 0.33  0.388
32 H 1.37 1.39 1.07  0.411
33 H 0.42 1.45 2.57  0.350
34 H 1.00 -0.98 3.39  0.509
35 H 2.27 -0.49 2.25  0.377
36 H 1.02 -2.09 -0.12  0.499
37 H 1.38 -4.42 -0.84  0.401
38 H 2.10 -6.12 0.81  0.372
39 H 2.47 -5.46 3.16  0.415
40 H -0.99 -1.91 1.75  0.440
41 H -1.46 -0.39 2.54  0.312
42 H -2.85 -0.25 0.63  0.265
43 H -1.76 -1.24 -0.37  0.509

Computed properties:
HOMO energy	-8.841	eV
HOMO-LUMO gap	9.6	eV
energy above the lowest of the compared OMol25 structures with the same formula, charge and spin	13.0	kcal/mol
SMILES	CC(C)CC(=O)N1CCN(Cc2ccccc2Cl)CC1